The following is a DFT calculation (ωB97M-V with the def2-TZVPD basis set) of a 8-piece molecular cluster, C34H58N3O22 overall in a non-equilibrium geometry.

Properties
Total energy in eV: -85704.85877
Frontier orbital gap in eV: 7.166
E_HOMO in Eh: -0.436
F_max in eV/A: 3.2
Total charge: +1
E_LUMO in eV: -4.701

Positions of all 117 atoms, in Å:
N 2.583 -4.141 0.044
C 1.167 -4.354 0.137
N 0.593 -5.577 -0.071
N -0.672 -5.932 -0.030
C -1.539 -4.981 0.297
C -1.184 -3.535 0.577
C -2.221 -2.489 0.951
C -2.278 -1.112 0.464
C -3.350 -0.215 0.923
C -4.398 -0.682 1.847
C -4.355 -2.063 2.338
C -3.272 -2.926 1.903
C 0.265 -3.215 0.465
C 0.850 -1.792 0.668
C 0.929 -1.312 2.185
C 1.006 0.293 2.160
O -0.235 0.896 2.571
H 3.017 -5.077 -0.006
H 2.847 -3.816 0.988
H 1.256 -6.330 -0.299
H -2.623 -5.256 0.350
H -1.520 -0.728 -0.250
H -3.344 0.840 0.552
H -5.198 0.018 2.184
H -5.126 -2.446 3.043
H -3.229 -3.975 2.298
H 1.917 -1.834 0.298
H 0.350 -1.048 -0.011
H 0.092 -1.690 2.821
H 1.947 -1.632 2.555
H 1.179 0.653 1.100
H 1.876 0.686 2.753
H -0.868 0.190 2.788
C 4.184 -3.972 -2.544
O 4.986 -5.084 -2.935
C 6.078 -4.746 -3.641
O 6.400 -3.628 -3.945
O 6.738 -5.866 -3.943
C 7.933 -5.657 -4.700
H 3.335 -4.354 -1.984
H 4.749 -3.298 -1.897
H 3.809 -3.440 -3.420
H 8.643 -5.049 -4.139
H 7.703 -5.192 -5.660
H 8.380 -6.632 -4.885
C 1.030 1.780 -1.899
O 1.819 0.662 -2.290
C 2.924 0.971 -2.985
O 3.280 2.078 -3.291
O 3.561 -0.171 -3.276
C 4.771 0.001 -4.024
H 0.168 1.402 -1.348
H 1.598 2.440 -1.243
H 0.670 2.326 -2.771
H 5.492 0.594 -3.458
H 4.564 0.466 -4.988
H 5.195 -0.987 -4.198
C -0.788 7.285 0.385
O -0.001 6.160 -0.006
C 1.101 6.477 -0.700
O 1.452 7.588 -1.000
O 1.742 5.342 -1.002
C 2.948 5.523 -1.749
H -1.648 6.908 0.937
H -0.218 7.945 1.039
H -1.147 7.827 -0.490
H 3.667 6.113 -1.181
H 2.737 5.992 -2.711
H 3.377 4.539 -1.934
C -10.770 1.226 3.647
O -9.540 0.681 3.165
C -9.632 -0.582 2.741
O -10.627 -1.258 2.737
O -8.418 -0.968 2.319
C -8.366 -2.309 1.833
H -10.579 2.250 3.963
H -11.520 1.243 2.856
H -11.131 0.660 4.507
H -9.020 -2.433 0.970
H -8.632 -3.015 2.622
H -7.341 -2.508 1.522
C -17.057 2.695 5.577
O -15.827 2.153 5.096
C -15.914 0.887 4.670
O -16.908 0.210 4.665
O -14.701 0.507 4.250
C -14.642 -0.834 3.763
H -16.865 3.719 5.893
H -17.807 2.711 4.785
H -17.418 2.128 6.436
H -15.295 -0.959 2.898
H -14.905 -1.542 4.550
H -13.615 -1.027 3.453
C 5.617 0.991 0.216
O 6.956 1.472 0.168
C 7.056 2.778 -0.155
O 6.141 3.521 -0.390
O 8.350 3.110 -0.163
C 8.605 4.479 -0.489
H 5.654 -0.064 0.488
H 5.042 1.523 0.975
H 5.140 1.080 -0.762
H 8.146 5.141 0.245
H 8.245 4.708 -1.493
H 9.683 4.627 -0.465
C 12.069 0.193 -4.715
O 10.686 0.042 -4.393
C 10.364 0.441 -3.156
O 11.124 0.896 -2.339
O 9.052 0.248 -2.986
C 8.564 0.634 -1.696
H 12.209 -0.160 -5.735
H 12.363 1.242 -4.668
H 12.687 -0.410 -4.050
H 8.722 1.691 -1.534
H 9.043 0.047 -0.912
H 7.498 0.432 -1.676

Forces on atoms 1 to 2 (eV/Å):
-2.00 -1.85 1.68
-1.91 1.88 0.56